The following is a quantum chemistry calculation of a molecular structure, C64H49CdN2O3S2Si, from the Open Molecules 2025 dataset.

```
122
C64H49CdN2O3S2Si (ωB97M-V/def2-TZVPD)
Cd -0.491 -0.550 -0.412
C 0.931 -5.894 6.545
C 1.063 -4.830 5.492
C 2.296 -4.537 4.917
C 2.415 -3.548 3.951
C 1.287 -2.836 3.579
C 0.040 -3.123 4.116
C -0.061 -4.119 5.069
S 1.450 -1.571 2.354
O 0.049 -1.368 1.832
C 1.931 -0.147 3.356
C 3.297 0.178 3.176
C 3.829 1.280 3.772
C 3.014 2.137 4.551
C 3.531 3.327 5.123
C 2.725 4.157 5.844
C 1.362 3.834 6.035
C 0.840 2.691 5.506
C 1.653 1.809 4.744
C 1.115 0.629 4.144
C -0.325 0.313 4.382
C -0.737 -0.296 5.603
C 0.187 -0.633 6.625
C -0.239 -1.239 7.770
C -1.608 -1.543 7.954
C -2.516 -1.233 6.985
C -2.106 -0.602 5.783
C -3.035 -0.300 4.753
C -2.631 0.296 3.596
C -1.268 0.620 3.444
S -0.687 1.349 1.932
O -1.708 0.933 0.864
C -0.889 3.066 2.268
C -2.089 3.636 2.674
C -2.122 4.989 2.958
C -0.976 5.779 2.851
C -1.023 7.248 3.163
C 0.213 5.184 2.439
C 0.263 3.832 2.141
H 1.841 -6.487 6.628
H 0.103 -6.566 6.319
H 0.732 -5.447 7.520
H 3.170 -5.103 5.214
H 3.373 -3.343 3.490
H -0.836 -2.596 3.764
H -1.031 -4.355 5.490
H 3.914 -0.459 2.552
H 4.876 1.525 3.641
H 4.578 3.563 4.976
H 3.128 5.063 6.277
H 0.728 4.499 6.607
H -0.205 2.455 5.659
H 1.237 -0.413 6.485
H 0.473 -1.493 8.543
H -1.932 -2.021 8.868
H -3.565 -1.466 7.118
H -4.076 -0.561 4.898
H -3.322 0.499 2.789
H -2.982 3.033 2.769
H -3.051 5.443 3.278
H -1.961 7.524 3.642
H -0.927 7.840 2.251
H -0.204 7.533 3.824
H 1.111 5.785 2.357
H 1.191 3.367 1.826
C -2.894 2.061 -3.439
C -2.397 0.999 -2.673
N -1.255 1.052 -2.024
C -0.511 2.179 -2.097
C -0.925 3.290 -2.838
C -2.156 3.210 -3.514
C -0.095 4.462 -2.914
C 1.106 4.499 -2.306
C 1.581 3.367 -1.560
C 2.855 3.339 -0.965
C 3.278 2.210 -0.314
C 2.400 1.123 -0.224
N 1.187 1.147 -0.730
C 0.779 2.227 -1.426
H -3.838 1.957 -3.954
H -2.955 0.073 -2.597
H -2.500 4.057 -4.095
H -0.451 5.307 -3.488
H 1.740 5.373 -2.382
H 3.497 4.208 -1.046
H 4.263 2.146 0.127
H 2.691 0.203 0.271
O 0.827 -1.908 -1.253
Si 0.320 -3.054 -2.272
C -1.245 -3.883 -1.597
C -1.669 -5.108 -2.123
C -2.830 -5.728 -1.685
C -3.609 -5.136 -0.700
C -3.216 -3.923 -0.155
C -2.049 -3.322 -0.605
C 1.655 -4.340 -2.486
C 1.800 -5.113 -3.640
C 2.799 -6.073 -3.743
C 3.675 -6.273 -2.687
C 3.551 -5.514 -1.532
C 2.552 -4.556 -1.435
C -0.164 -2.347 -3.942
C 0.808 -1.980 -4.878
C 0.465 -1.370 -6.076
C -0.869 -1.112 -6.366
C -1.852 -1.472 -5.457
C -1.500 -2.086 -4.261
H -1.074 -5.594 -2.889
H -3.129 -6.677 -2.111
H -4.514 -5.621 -0.357
H -3.809 -3.453 0.619
H -1.768 -2.376 -0.134
H 1.127 -4.963 -4.477
H 2.895 -6.661 -4.647
H 4.456 -7.019 -2.765
H 4.236 -5.670 -0.708
H 2.464 -3.958 -0.535
H 1.855 -2.171 -4.666
H 1.236 -1.100 -6.787
H -1.140 -0.646 -7.305
H -2.896 -1.292 -5.688
H -2.284 -2.389 -3.574
```

Its total energy is -110397.8496 eV. As for the energy above the lowest of the compared OMol25 structures with the same formula, charge and spin: 13.7 kcal/mol. The frontier orbital gap comes out at 7.81 eV. For the HOMO energy, the calculation gives -0.38054 Ha. Its net charge is +1.